# 1
This record from OMol25 describes 5 unconnected molecules or ions with the total composition C2H12O5. The level of theory is wB97M-V/def2-TZVPD.

Cartesian coordinates (Å):
H1 -1.316 1.851 -2.975
O1 -1.553 0.927 -3.299
H2 -1.139 -2.612 -0.944
H3 1.354 0.197 0.089
O2 -0.165 -0.877 1.560
H4 2.292 0.855 -1.203
H5 -2.358 0.771 -2.855
H6 -1.980 -1.004 0.838
O3 -1.578 2.093 0.243
O4 1.456 0.968 -0.582
H7 -0.701 2.125 -0.302
C1 -0.371 -1.962 -0.485
H8 2.931 -1.316 2.882
H9 1.876 -0.307 2.369
H10 -1.362 2.439 1.119
H11 -0.029 -1.258 -1.270
H12 0.484 -2.589 -0.160
C2 -0.904 -1.273 0.671
O5 2.790 -0.578 2.240

Its lowest unoccupied orbital energy is 0.58 eV. The max |F| comes out at 3.6 eV/A. For the energy relative to the best compared isomer or geometry (same formula, charge and spin), the calculation gives 88.4 kJ/mol. Its structure (SMILES) is CC=O.O.O.O.O. The value obtained for the HOMO-LUMO gap is 10.82 eV. The HOMO energy is -10.2414 eV. Its total charge is 0.

---

# 2
This record from OMol25 describes a molecular structure, C4H9N2. The level of theory is wB97M-V/def2-TZVPD.

Cartesian coordinates (Å):
H1 0.416 -1.451 1.770
N1 1.126 1.740 -1.448
H2 0.158 1.537 1.105
C1 -0.351 -0.682 1.416
H3 1.991 1.600 -1.906
H4 1.297 2.230 -0.594
H5 -2.168 -1.349 0.286
N2 -1.046 -1.184 0.158
H6 1.523 -0.820 -0.846
C2 -0.642 -0.016 -0.606
C3 0.797 0.023 -0.603
H7 -1.237 0.498 -1.310
H8 -1.147 -0.475 2.246
H9 -0.846 -2.158 -0.302
C4 0.128 0.508 0.633

Its lowest unoccupied orbital energy is -3.95 eV. The max |F| comes out at 6.4 eV/A. For the energy relative to the best compared isomer or geometry (same formula, charge and spin), the calculation gives 504.2 kJ/mol. The value obtained for the HOMO-LUMO gap is 10.20 eV. The HOMO energy is -14.1499 eV. Its total charge is +1.

---

# 3
This record from OMol25 describes a single C5H6O molecule. The level of theory is wB97M-V/def2-TZVPD.

Cartesian coordinates (Å):
O1 0.565 2.512 1.028
H1 -1.106 -2.195 -1.172
H2 0.656 -1.918 -1.715
H3 -1.288 1.572 0.846
H4 1.278 -1.044 0.555
C1 -0.176 -0.128 -0.999
C2 0.258 -1.020 0.251
C3 -0.168 -1.557 -1.163
H5 -0.437 -1.127 1.091
C4 -0.356 1.686 0.485
C5 -0.430 1.171 -0.800
H6 1.203 2.050 1.594

Its lowest unoccupied orbital energy is 0.38 eV. The max |F| comes out at 5.3 eV/A. For the energy relative to the best compared isomer or geometry (same formula, charge and spin), the calculation gives 554.7 kJ/mol. Its structure (SMILES) is OC=C=C1CC1. The value obtained for the HOMO-LUMO gap is 8.37 eV. The HOMO energy is -7.9908 eV. Its total charge is 0.